{
  "formula": "C20H32KN2O9S5",
  "method": "ωB97M-V with the def2-TZVPD basis set",
  "symbols": ["K", "S", "S", "S", "S", "S", "O", "O", "O", "O", "O", "O", "O", "O", "O", "N", "N", "C", "C", "C", "C", "C", "C", "C", "C", "C", "C", "C", "C", "C", "C", "C", "C", "C", "C", "C", "C", "H", "H", "H", "H", "H", "H", "H", "H", "H", "H", "H", "H", "H", "H", "H", "H", "H", "H", "H", "H", "H", "H", "H", "H", "H", "H", "H", "H", "H", "H", "H", "H"],
  "positions_angstrom": [[0.1983, -0.1300, -0.6001], [3.6093, -0.1501, 0.7188], [0.5943, -0.8043, 2.5312], [2.8606, -3.4921, 3.2223], [-2.7991, -1.9404, -0.9109], [-2.2392, 1.6557, -0.5972], [-2.7778, -1.7156, -2.3520], [1.4138, -2.1920, -1.2748], [-1.6748, 1.0823, -1.8249], [1.6121, 1.7868, -1.1197], [-2.6973, 3.0206, -0.7570], [-1.3767, 1.4406, 0.5614], [-3.2938, -3.2505, -0.5440], [-1.5449, -1.5545, -0.2718], [1.3368, -0.1378, -2.9780], [0.6146, 3.4141, -2.3430], [0.1703, -3.5790, -2.5629], [1.0615, 2.1489, -2.1459], [0.1361, -4.5924, -1.5240], [-4.7921, 1.4905, 0.2349], [4.1422, -1.7183, 1.4229], [-0.3056, 3.7298, -3.4208], [-6.0032, 0.9496, 0.6480], [0.7293, -2.3827, -2.2701], [1.1648, -1.3853, 4.1223], [-5.1628, -1.2283, 0.1521], [-3.9482, -0.7082, -0.2747], [-3.7462, 0.6997, -0.2235], [3.0725, -2.8175, 1.5562], [-6.1897, -0.4143, 0.6127], [0.9058, 1.1619, -3.3407], [2.9883, 0.7468, 2.1620], [-0.7255, -3.7638, -3.6937], [0.6204, 4.3296, -1.2167], [1.4670, 0.7683, 2.3265], [0.4485, -1.2162, -3.2658], [2.5366, -2.0470, 4.2290], [-6.7938, 1.6025, 0.9988], [0.6145, -1.5804, -4.2840], [2.6543, -2.4084, 5.2563], [-5.2912, -2.3012, 0.1113], [-0.8371, -4.6035, -1.0260], [1.1863, 1.4246, 3.1564], [3.3072, 1.7868, 2.0472], [3.3584, -3.6842, 0.9573], [-0.3009, 4.8110, -3.5660], [0.0184, 3.2870, -4.3612], [-0.6107, -0.9218, -3.1764], [1.1199, -0.5581, 4.8420], [3.4976, 0.3929, 3.0591], [-1.3239, 3.4051, -3.1931], [1.0340, 1.2259, 1.4345], [3.3281, -1.3090, 4.1038], [-0.3551, 4.3501, -0.7237], [0.4078, -2.1018, 4.4508], [4.6435, -1.5298, 2.3734], [-1.6873, -3.2703, -3.5393], [0.8642, 5.3333, -1.5735], [-0.1241, 1.1584, -3.6968], [2.1256, -2.4668, 1.1566], [-4.6508, 2.5610, 0.2668], [4.9287, -2.0769, 0.7562], [-0.8913, -4.8341, -3.8173], [-0.2709, -3.4082, -4.6186], [-7.1228, -0.8611, 0.9347], [0.3209, -5.5724, -1.9709], [1.3743, 4.0093, -0.5046], [1.5445, 1.5580, -4.1414], [0.9078, -4.3786, -0.7920]],
  "total_energy_ev": -113172.629,
  "total_charge": -1,
  "relative_energy_ev": 0.878,
  "lumo_energy_ev": 2.18,
  "gap_ha": 0.2986
}



{
  "formula": "C20H32N2O2",
  "method": "ωB97M-V with the def2-TZVPD basis set",
  "symbols": ["O", "O", "N", "N", "C", "C", "C", "C", "C", "C", "C", "C", "C", "C", "C", "C", "C", "C", "C", "C", "C", "C", "C", "C", "H", "H", "H", "H", "H", "H", "H", "H", "H", "H", "H", "H", "H", "H", "H", "H", "H", "H", "H", "H", "H", "H", "H", "H", "H", "H", "H", "H", "H", "H", "H", "H"],
  "positions_angstrom": [[-4.0584, -0.7894, -0.8532], [-2.8298, 1.3866, 0.1098], [1.5178, 1.2638, -0.1661], [-1.2280, -0.0835, 0.7227], [4.1085, 1.4851, -3.0316], [-2.1574, -1.2138, 0.6966], [2.8092, 1.0761, -2.3369], [5.3962, -0.6700, -2.5562], [7.8882, -1.0149, -2.9845], [-4.2905, -1.9793, 1.7870], [-0.6489, 2.2743, 0.4454], [5.3804, 0.8542, -2.4611], [-2.8098, -1.3824, -0.7064], [0.4344, 2.1074, -0.6280], [-3.0277, -0.2696, 2.8821], [6.7058, -1.2871, -2.0619], [-5.0714, -1.0576, 3.8610], [-3.1843, -1.1376, 1.8103], [2.7774, 1.4748, -0.8547], [0.1457, -0.3250, 1.1073], [-3.9657, -0.2278, 3.8986], [1.1358, -0.1263, -0.0483], [-1.6707, 1.1562, 0.4188], [-5.2278, -1.9358, 2.8028], [8.1182, 0.0464, -3.0266], [-0.0360, 1.7262, -1.5510], [-2.9527, -2.4480, -0.9091], [5.2270, -0.9691, -3.5934], [0.2170, -1.3524, 1.4666], [-0.1747, 2.3530, 1.4243], [3.5345, 0.9097, -0.3051], [-1.5485, -2.1105, 0.8629], [0.8557, 3.0911, -0.8465], [-3.9616, 0.1393, -0.5644], [-1.2036, 3.1938, 0.2529], [5.5082, 1.1537, -1.4193], [-4.4294, -2.6645, 0.9666], [2.6626, -0.0008, -2.4310], [-2.0940, -0.9930, -1.4502], [7.6705, -1.3605, -3.9929], [6.9290, -0.9050, -1.0628], [0.4386, 0.3365, 1.9286], [4.5797, -1.0760, -1.9558], [-5.8058, -1.0208, 4.6520], [8.7726, -1.5374, -2.6271], [2.0383, -0.7023, 0.1682], [3.0223, 2.5371, -0.7640], [-3.8296, 0.4585, 4.7218], [6.2264, 1.2560, -3.0216], [-2.1712, 0.3868, 2.9309], [1.9812, 1.5684, -2.8522], [-6.0861, -2.5903, 2.7651], [4.2069, 2.5723, -2.9740], [6.5705, -2.3683, -1.9784], [4.0310, 1.2185, -4.0887], [0.6829, -0.5260, -0.9727]],
  "total_energy_ev": -28334.948,
  "total_charge": 0,
  "relative_energy_ev": 1.002,
  "lumo_energy_ev": 0.66,
  "gap_ha": 0.3453,
  "smiles": "CCCCCCCN1CCC(=O)N([C@H](CO)c2ccccc2)CC1"
}



{
  "formula": "C20H32N2OS",
  "method": "ωB97M-V with the def2-TZVPD basis set",
  "symbols": ["S", "O", "N", "N", "C", "C", "C", "C", "C", "C", "C", "C", "C", "C", "C", "C", "C", "C", "C", "C", "C", "C", "C", "C", "H", "H", "H", "H", "H", "H", "H", "H", "H", "H", "H", "H", "H", "H", "H", "H", "H", "H", "H", "H", "H", "H", "H", "H", "H", "H", "H", "H", "H", "H", "H", "H"],
  "positions_angstrom": [[-2.9254, 0.1408, 2.1811], [-5.0623, -1.5050, -0.5574], [-2.9632, -0.6901, -0.2910], [-3.0025, 3.4084, -1.1661], [-2.4941, -1.1688, -1.5778], [3.9245, -2.2505, 0.7188], [5.2999, -1.7158, 0.3188], [5.3888, -0.1912, 0.3328], [-2.1327, 0.1571, 0.5112], [-4.5197, -0.3139, 1.4669], [2.8316, -1.9401, -0.3017], [-0.8690, 3.6532, -0.1350], [6.8068, 0.2957, 0.0442], [-1.9423, 4.1381, -0.8693], [6.9069, 1.8192, 0.0532], [8.3260, 2.2960, -0.2301], [-4.2371, -0.9116, 0.0969], [-0.9174, 2.3441, 0.3093], [-0.9259, -2.9245, -0.5413], [-2.0306, 1.5672, 0.0044], [0.4022, -2.2805, -0.9356], [1.5016, -2.5862, 0.0794], [-3.0464, 2.1604, -0.7406], [-2.0611, -2.6363, -1.5237], [7.1253, -0.0801, -0.9312], [-1.1340, -0.2709, 0.6420], [6.0429, -2.1140, 1.0144], [-5.0107, -1.0435, 2.1085], [3.6432, -1.8328, 1.6884], [9.0136, 1.9132, 0.5210], [-1.7600, -2.9355, -2.5293], [-1.9574, 5.1549, -1.2379], [4.7123, 0.2264, -0.4152], [-1.6795, -0.5228, -1.9095], [2.6938, -0.8598, -0.3784], [6.5857, 2.1955, 1.0274], [1.1955, -2.2258, 1.0651], [0.7031, -2.6520, -1.9180], [6.2293, 2.2299, -0.6993], [-1.2160, -2.5945, 0.4587], [-2.9332, -3.2295, -1.2430], [1.6328, -3.6681, 0.1532], [3.1414, -2.3060, -1.2835], [-0.0205, 4.2821, 0.0840], [-0.7844, -4.0064, -0.4909], [-0.1093, 1.9240, 0.8917], [7.4890, -0.1134, 0.7934], [8.6578, 1.9470, -1.2057], [-3.9355, 1.6065, -1.0155], [5.5535, -2.0835, -0.6783], [3.9927, -3.3350, 0.8358], [5.0732, 0.1787, 1.3115], [-3.3258, -1.0781, -2.2833], [-5.1612, 0.5646, 1.3692], [8.3757, 3.3824, -0.2190], [0.2900, -1.1966, -1.0178]],
  "total_energy_ev": -37123.398,
  "total_charge": 0,
  "relative_energy_ev": 0.261,
  "lumo_energy_ev": 0.46,
  "gap_ha": 0.3470,
  "smiles": "CCCCCCCCCCCCN1C(=O)CS[C@@H]1c1cccnc1"
}